1.
# C5H6O

C5H6O in the gas phase at a distorted geometry (ωB97M-V/def2-TZVPD, the Open Molecules 2025 dataset).

```
12
Properties=species:S:1:pos:R:3:nbo_charge:R:1
C 1.82 0.20 -0.37 -0.647
C 0.49 -0.33 -0.14 0.007
C -0.08 -1.45 0.07 -0.058
C -0.84 0.19 -0.35 -0.385
C -1.80 0.53 0.61 0.363
O -1.81 -0.04 1.67 -0.582
H 2.58 -0.57 -0.28 0.231
H 1.99 0.99 0.36 0.237
H 1.87 0.66 -1.36 0.232
H -0.60 -2.19 0.64 0.269
H -1.07 0.68 -1.29 0.204
H -2.55 1.32 0.45 0.130
```

For the gap between HOMO and LUMO, the calculation gives 9.25 eV. As for the structure (SMILES): CC1=C[C@H]1C=O. Its net charge is 0. Its spin multiplicity is 1.

---

2.
# C5H6O

C5H6O in the gas phase at a distorted geometry (ωB97M-V/def2-TZVPD, the Open Molecules 2025 dataset).

```
12
Properties=species:S:1:pos:R:3:nbo_charge:R:1
C -1.07 -0.78 2.50 -0.308
C -0.89 -0.75 1.29 -0.009
C -0.68 -0.13 0.02 -0.511
C 0.79 0.10 -0.41 -0.507
C 0.90 0.86 -1.71 0.443
O -0.05 1.17 -2.39 -0.519
H -1.01 -1.56 3.21 0.229
H -1.38 0.57 0.62 0.324
H -1.31 -0.35 -0.85 0.261
H 1.40 0.60 0.35 0.242
H 1.34 -0.86 -0.59 0.241
H 1.94 1.12 -2.05 0.114
```

For the gap between HOMO and LUMO, the calculation gives 10.25 eV. As for the structure (SMILES): C#CCCC=O. Its net charge is 0. Its spin multiplicity is 1.

---

3.
# C5H6O

C5H6O in the gas phase (ωB97M-V/def2-TZVPD, the Open Molecules 2025 dataset).

```
12
Properties=species:S:1:pos:R:3:nbo_charge:R:1
C -1.83 0.48 -0.25 -0.691
C -1.01 -0.75 -0.37 0.048
C 0.34 -0.80 -0.19 -0.418
C 1.20 0.30 -0.24 0.099
C 2.42 0.53 0.45 0.244
O 2.53 1.32 1.38 -0.569
H -1.95 0.69 0.82 0.252
H -1.29 1.34 -0.66 0.253
H -2.83 0.37 -0.67 0.226
H -1.54 -1.70 -0.45 0.199
H 0.62 -1.79 0.15 0.230
H 3.33 0.02 0.03 0.126
```

For the gap between HOMO and LUMO (spin up / spin down), the calculation gives 7.12 / 7.31 eV. Its net charge is 0. Its spin multiplicity is 1.

---

Computed values of energy above the lowest of the compared OMol25 structures with the same formula, charge and spin (unit: kJ/mol) for the preceding records, in sequence: 361.44; 343.80; 384.82.
Computed values of total energy (unit: Eh) for the preceding records, in sequence: -269.208575; -269.215294; -269.199669.